Here is the ion C6H8N3O with charge +1 in a non-equilibrium geometry from the Open Molecules 2025 dataset. Energies are from ωB97M-V with the def2-TZVPD basis set.

Last column: Löwdin charge in e.
Geometry (Å):
H1 -0.549 2.545 -2.606  0.05
C1 -0.642 1.033 -1.223  -0.28
O1 1.362 -0.112 -0.086  0.07
H2 -1.787 2.694 -1.363  0.09
C2 1.199 -1.252 0.764  -0.20
N1 -1.746 -0.911 -0.915  0.11
C3 -0.728 2.538 -1.592  0.02
H3 0.034 3.195 -1.012  0.13
H4 0.430 -1.372 2.885  0.08
C4 0.391 0.585 -0.481  0.07
H5 2.181 -1.915 0.862  0.21
C5 0.640 -0.655 2.124  0.01
N2 0.258 -2.143 -0.012  0.18
H6 1.177 0.265 2.414  0.11
C6 -0.734 -1.487 -0.437  -0.03
H7 0.556 -3.102 0.029  0.18
N3 -1.719 0.256 -1.446  0.11
H8 -0.323 -0.163 2.095  0.08

Its spin multiplicity is 1. The value obtained for the orbital gap (alpha / beta) is 6.91 / 6.92 eV. As for the net charge: +1. The HOMO energy (alpha / beta) is -0.4758 / -0.4777 hartree.